(1)
{"formula": "C5H11N2S2", "method": "ωB97M-V with the def2-TZVPD basis set", "total_energy_ev": -30002.7348, "homo_energy_ev": [-12.31, -12.31], "e_above_lowest_kj_mol": 520.3, "lumo_ev": [-4.3440, -4.3442], "total_charge": 1, "spin_multiplicity": 1, "symbols": ["C", "C", "C", "C", "C", "N", "N", "S", "S", "H", "H", "H", "H", "H", "H", "H", "H", "H", "H", "H"], "xyz": [[0.342, 3.008, -0.794], [0.991, -0.421, -0.701], [0.906, -1.551, 0.294], [-1.265, -0.950, -0.165], [-0.418, 0.220, -0.666], [-0.411, 1.377, 0.226], [-0.507, -1.474, 0.959], [0.089, 2.919, -2.380], [0.356, 1.227, 1.693], [0.829, 3.624, -0.025], [1.853, 0.121, -0.453], [1.180, -0.834, -1.622], [0.848, -2.658, -0.042], [1.755, -1.552, 0.996], [-2.365, -0.596, 0.089], [-1.373, -1.614, -1.092], [-0.933, 0.698, -1.637], [-0.754, -2.374, 1.242], [-0.282, -0.560, 1.537], [-0.842, 1.390, 2.541]], "atomic_forces_ev_per_a": [[-1.51, -3.01, -1.68], [-1.60, -1.01, 0.44], [-0.09, -3.70, 0.60], [-3.67, 1.34, -2.09], [-0.25, 2.20, -0.74], [0.42, 2.48, -1.67], [2.82, 3.05, -1.91], [0.65, 0.65, 3.13], [-1.84, 0.66, 1.83], [-0.38, -0.27, -0.28], [0.69, 1.62, 0.29], [0.39, -0.94, -2.41], [0.56, 1.95, -0.43], [-0.84, 0.22, 0.31], [2.35, -0.82, -0.10], [0.31, 0.15, 1.74], [1.61, -1.52, 1.67], [-0.75, -1.38, 1.48], [-0.85, -1.54, 0.91], [1.98, -0.14, -1.09]]}

(2)
{"formula": "C35H45N5O8SSeSiSr", "method": "ωB97M-V with the def2-TZVPD basis set", "total_energy_ev": -145749.5367, "homo_energy_ev": -1.56, "lumo_ev": 3.8590, "total_charge": -2, "spin_multiplicity": 1, "symbols": ["Sr", "C", "C", "C", "C", "C", "C", "N", "N", "Si", "C", "C", "C", "H", "H", "H", "H", "H", "H", "H", "H", "H", "H", "H", "H", "H", "H", "H", "C", "O", "C", "C", "C", "C", "C", "C", "N", "C", "N", "C", "C", "C", "C", "C", "C", "O", "C", "N", "C", "C", "C", "C", "C", "C", "O", "C", "H", "H", "H", "H", "H", "H", "H", "H", "H", "H", "H", "H", "H", "H", "H", "H", "H", "H", "H", "H", "H", "H", "O", "S", "C", "C", "C", "C", "H", "H", "H", "H", "H", "H", "H", "H", "O", "Se", "O", "O", "O"], "xyz": [[0.336, 0.704, 0.882], [2.510, 5.384, 0.357], [1.044, 5.721, 0.279], [0.578, 6.913, 0.824], [-0.796, 7.150, 0.780], [-1.620, 6.215, 0.218], [-1.076, 5.006, -0.319], [0.267, 4.825, -0.299], [-1.795, 4.033, -0.846], [-3.416, 3.851, -1.217], [-4.127, 5.096, -2.535], [-4.783, 3.914, 0.160], [-3.535, 2.116, -2.017], [2.900, 5.130, -0.629], [2.624, 4.516, 1.004], [3.086, 6.213, 0.773], [1.255, 7.626, 1.281], [-1.203, 8.070, 1.199], [-2.693, 6.347, 0.185], [-3.822, 6.120, -2.334], [-5.214, 5.082, -2.587], [-3.745, 4.839, -3.520], [-4.914, 4.926, 0.539], [-4.487, 3.291, 1.001], [-5.760, 3.564, -0.179], [-2.619, 1.569, -1.797], [-3.642, 2.169, -3.096], [-4.365, 1.531, -1.635], [-0.416, -3.900, 2.966], [-1.259, -4.886, 2.387], [-0.800, -5.723, 1.417], [-1.436, -6.965, 1.396], [-1.067, -7.966, 0.518], [-0.025, -7.740, -0.365], [0.580, -6.500, -0.399], [0.196, -5.459, 0.451], [0.867, -4.244, 0.333], [0.281, -2.961, 0.233], [-1.055, -2.982, 0.060], [-2.095, -2.064, 0.314], [-1.928, -0.695, 0.556], [-3.133, 0.013, 0.741], [-4.380, -0.584, 0.705], [-4.507, -1.949, 0.490], [-3.363, -2.690, 0.283], [-3.370, -4.066, 0.037], [-4.556, -4.768, 0.275], [1.009, -1.913, 0.283], [2.387, -1.956, 0.403], [3.010, -1.485, 1.558], [4.387, -1.419, 1.645], [5.177, -1.868, 0.598], [4.579, -2.371, -0.547], [3.199, -2.402, -0.655], [2.618, -2.903, -1.823], [2.140, -1.876, -2.678], [-0.658, -3.901, 4.030], [-0.620, -2.900, 2.566], [0.638, -4.145, 2.837], [-2.229, -7.123, 2.110], [-1.575, -8.920, 0.537], [0.300, -8.518, -1.040], [1.360, -6.298, -1.120], [1.747, -4.306, -0.164], [-1.440, -3.916, -0.029], [-3.074, 1.085, 0.881], [-5.275, 0.006, 0.841], [-5.484, -2.411, 0.478], [-4.298, -5.823, 0.188], [-5.330, -4.526, -0.462], [-4.945, -4.574, 1.280], [2.391, -1.128, 2.367], [4.830, -0.996, 2.533], [6.255, -1.813, 0.664], [5.177, -2.745, -1.369], [1.596, -2.373, -3.481], [2.983, -1.316, -3.105], [1.476, -1.183, -2.150], [1.352, 0.986, -0.942], [1.979, 2.312, -0.660], [3.691, 1.827, -0.179], [4.648, 2.548, -1.098], [4.068, 2.386, -2.501], [2.597, 2.737, -2.393], [3.743, 0.748, -0.329], [3.837, 2.050, 0.873], [5.665, 2.144, -1.041], [4.686, 3.605, -0.826], [4.170, 1.340, -2.801], [4.604, 3.006, -3.231], [1.958, 2.195, -3.084], [2.423, 3.803, -2.514], [1.399, 2.448, 1.551], [1.765, 1.734, 2.973], [1.431, 2.677, 4.208], [0.818, 0.382, 2.985], [3.312, 1.303, 2.962]], "atomic_forces_ev_per_a": [[-6.39, -4.27, -0.94], [-0.07, 0.08, 0.06], [0.14, 0.43, 0.12], [0.14, 0.21, 0.14], [-0.05, 0.08, 0.00], [-0.05, 0.06, 0.06], [-0.21, -0.12, -0.17], [0.30, 0.07, -0.03], [-0.53, -0.21, -0.02], [-0.72, -0.30, -0.60], [0.38, -0.31, 0.37], [0.66, 0.02, -0.17], [0.00, 0.43, 0.28], [0.04, 0.05, -0.07], [0.08, -0.09, 0.09], [0.03, -0.01, -0.05], [0.02, -0.08, 0.00], [0.01, -0.10, -0.05], [-0.10, 0.08, 0.02], [0.08, 0.19, 0.13], [-0.19, -0.11, 0.06], [0.10, -0.06, -0.19], [0.02, 0.19, 0.07], [0.04, -0.12, 0.19], [0.01, -0.06, -0.23], [0.03, -0.01, 0.04], [0.00, 0.10, -0.29], [-0.24, -0.17, 0.10], [0.25, 0.34, 0.33], [-0.14, -0.18, -0.50], [-0.01, -0.11, 0.15], [0.03, 0.04, -0.09], [-0.02, 0.02, 0.08], [0.08, -0.05, -0.10], [-0.14, -0.01, 0.03], [-0.26, -0.13, 0.18], [0.27, 0.45, -0.12], [0.01, -0.50, -0.17], [0.28, -1.00, -0.02], [-0.79, 0.75, 0.11], [-0.09, -0.53, -0.17], [0.17, -0.48, -0.11], [-0.03, 0.35, 0.12], [-0.03, -0.24, -0.06], [0.25, 0.00, 0.05], [0.15, 0.36, -0.02], [-0.04, -0.13, 0.00], [-0.56, 0.80, 0.04], [0.47, -0.48, -0.08], [-0.13, -0.02, -0.17], [0.22, -0.05, 0.01], [0.05, 0.05, 0.15], [-0.09, -0.05, -0.17], [-0.06, 0.05, -0.24], [0.31, -0.14, 0.65], [-0.21, 0.27, -0.18], [0.06, 0.05, -0.06], [0.01, -0.23, 0.03], [-0.03, 0.03, 0.03], [-0.07, 0.01, 0.13], [-0.04, -0.05, 0.02], [0.03, -0.04, -0.07], [0.06, 0.05, -0.06], [-0.11, 0.09, 0.09], [0.21, 0.16, -0.08], [-0.14, 0.22, 0.11], [-0.15, 0.12, 0.02], [-0.06, -0.05, -0.03], [-0.07, -0.01, 0.00], [0.00, 0.03, 0.03], [0.00, 0.03, 0.00], [-0.04, 0.06, 0.10], [0.01, 0.07, 0.06], [0.08, -0.03, 0.01], [-0.02, 0.03, -0.09], [-0.01, 0.04, 0.01], [-0.06, -0.01, 0.06], [0.12, -0.10, -0.06], [0.83, -1.06, -2.77], [3.15, 1.93, -3.37], [-0.05, 0.45, 0.23], [0.13, 0.01, -0.28], [0.22, -0.02, 0.03], [-0.21, 0.28, 0.50], [-0.17, -0.12, 0.00], [-0.05, -0.09, 0.15], [-0.11, 0.04, 0.13], [0.09, 0.06, -0.03], [0.07, -0.03, -0.05], [-0.15, -0.10, 0.00], [-0.15, -0.02, 0.04], [-0.07, 0.18, -0.03], [0.79, 2.54, 0.70], [1.44, 0.24, 3.46], [-0.49, 0.85, 0.87], [0.41, -0.59, 1.86], [1.05, -0.39, -0.33]]}

(3)
{"formula": "C5H6O", "method": "ωB97M-V with the def2-TZVPD basis set", "total_energy_ev": -7327.2716, "homo_energy_ev": -10.35, "smiles": "C#CC(=O)CC", "e_above_lowest_kj_mol": 194.2, "lumo_ev": 0.3279, "total_charge": 0, "spin_multiplicity": 1, "symbols": ["C", "C", "C", "O", "C", "C", "H", "H", "H", "H", "H", "H"], "xyz": [[2.616, -0.341, 0.857], [1.934, -0.087, -0.107], [0.665, 0.112, -0.809], [0.463, 0.012, -1.997], [-0.410, 0.389, 0.234], [-1.743, -0.131, -0.263], [3.179, -0.587, 1.731], [-0.082, -0.054, 1.178], [-0.429, 1.476, 0.403], [-2.582, 0.391, 0.196], [-1.848, -1.207, -0.083], [-1.762, 0.027, -1.338]], "atomic_forces_ev_per_a": [[-0.09, 0.06, -0.46], [0.41, -0.22, 0.60], [0.02, -0.08, -0.15], [0.36, 0.12, 0.67], [-0.17, 0.03, -0.07], [-0.22, -0.02, 0.00], [0.13, 0.08, -0.26], [-0.19, 0.06, -0.15], [0.02, -0.14, -0.14], [0.00, -0.09, 0.00], [0.02, 0.20, 0.00], [-0.30, 0.01, -0.06]]}

(4)
{"formula": "C8H11N3O2S", "method": "ωB97M-V with the def2-TZVPD basis set", "total_energy_ev": -27872.1110, "homo_energy_ev": [-8.59, -8.59], "e_above_lowest_kj_mol": 387.0, "lumo_ev": [-0.8418, -0.8415], "total_charge": 0, "spin_multiplicity": 1, "symbols": ["C", "C", "C", "C", "C", "C", "C", "C", "N", "N", "N", "O", "O", "S", "H", "H", "H", "H", "H", "H", "H", "H", "H", "H", "H"], "xyz": [[2.491, -0.030, 1.371], [2.190, 1.348, 1.510], [1.550, -0.892, 0.855], [0.969, 1.775, 1.223], [0.260, -0.456, 0.590], [-0.044, 0.936, 0.726], [-0.667, -1.312, -0.013], [-2.166, -1.185, 0.028], [-1.138, 1.433, 0.108], [-0.225, 0.001, -2.192], [-0.081, -2.374, -0.616], [-2.632, 0.903, -1.938], [-0.709, 2.496, -2.135], [-1.200, 1.173, -1.733], [3.424, -0.503, 1.655], [2.866, 1.981, 1.979], [2.014, -1.820, 0.895], [0.728, 2.852, 1.227], [-2.341, -0.940, -1.031], [-2.466, -0.446, 0.738], [-2.767, -2.159, 0.288], [-1.199, 2.427, 0.197], [0.724, 0.380, -2.151], [0.981, -2.333, -0.623], [-0.561, -3.255, -0.959]], "atomic_forces_ev_per_a": [[-0.28, 0.34, -0.31], [0.93, -2.58, 0.76], [1.46, 2.33, 1.55], [-2.38, 1.98, -0.62], [-0.24, 1.93, 0.28], [1.11, -1.19, -0.64], [-0.24, -3.54, -1.31], [0.07, -2.59, -0.21], [-0.25, -0.75, -0.48], [-1.90, 1.09, 1.22], [0.13, -0.74, 0.68], [2.12, 0.00, 0.16], [-0.59, -0.82, 0.54], [0.18, 1.02, -1.91], [0.17, 0.59, 0.06], [1.36, 1.19, 0.39], [-0.49, -2.35, -0.48], [0.21, -0.57, 0.22], [-0.87, 0.21, 0.57], [-0.24, 0.64, -0.07], [1.64, 1.45, -0.60], [-0.09, 0.62, -0.02], [-0.23, 0.14, -0.03], [-2.27, -0.43, -0.39], [0.70, 2.02, 0.64]]}

(5)
{"formula": "C16H16ClNO4S", "method": "ωB97M-V with the def2-TZVPD basis set", "total_energy_ev": -49889.8791, "homo_energy_ev": -8.47, "smiles": "O=C(COC(=O)CCSc1ccc(Cl)cc1)NCc1ccco1", "e_above_lowest_kj_mol": 11.6, "lumo_ev": 0.4781, "total_charge": 0, "spin_multiplicity": 1, "symbols": ["O", "C", "C", "O", "C", "O", "C", "C", "S", "C", "C", "C", "C", "Cl", "C", "C", "N", "C", "C", "C", "C", "C", "O", "H", "H", "H", "H", "H", "H", "H", "H", "H", "H", "H", "H", "H", "H", "H", "H"], "xyz": [[-3.240, -0.413, 2.854], [-2.314, -0.706, 2.130], [-2.057, -2.168, 1.745], [-0.967, -2.338, 0.847], [-1.248, -2.606, -0.434], [-2.355, -2.726, -0.880], [0.027, -2.714, -1.247], [0.102, -1.547, -2.227], [0.273, 0.062, -1.386], [1.894, 0.029, -0.668], [2.161, 1.014, 0.282], [3.397, 1.084, 0.889], [4.378, 0.162, 0.550], [5.926, 0.235, 1.314], [4.126, -0.814, -0.400], [2.887, -0.878, -1.012], [-1.428, 0.172, 1.635], [-1.578, 1.605, 1.808], [-1.699, 2.289, 0.488], [-2.701, 2.307, -0.437], [-2.221, 3.073, -1.527], [-0.964, 3.460, -1.186], [-0.636, 2.989, 0.029], [-2.974, -2.566, 1.296], [-1.826, -2.731, 2.652], [0.884, -2.722, -0.573], [-0.006, -3.648, -1.813], [-0.835, -1.460, -2.778], [0.921, -1.662, -2.937], [1.394, 1.732, 0.527], [3.602, 1.848, 1.622], [4.896, -1.521, -0.666], [2.720, -1.635, -1.761], [-0.719, -0.142, 0.987], [-2.479, 1.749, 2.411], [-0.711, 2.004, 2.344], [-3.658, 1.836, -0.347], [-2.743, 3.300, -2.433], [-0.229, 4.049, -1.697]], "atomic_forces_ev_per_a": [[-0.42, -0.07, 0.24], [0.47, -0.43, -0.24], [-0.68, -0.05, 0.21], [0.28, 0.06, 0.39], [0.27, -0.12, -0.40], [-0.09, 0.05, -0.05], [-0.15, 0.01, 0.02], [0.24, 0.33, 0.35], [-0.06, 0.00, -0.27], [-0.22, -0.14, -0.16], [-0.05, -0.13, -0.12], [0.16, -0.08, -0.01], [-0.20, -0.02, -0.12], [0.17, 0.01, 0.09], [0.12, 0.07, 0.11], [-0.04, 0.09, 0.05], [0.37, 0.17, -0.12], [0.05, 0.01, -0.02], [-0.86, -0.24, -0.05], [0.42, -0.01, 0.56], [0.51, 0.20, 0.00], [-0.51, 0.13, -0.75], [0.31, -0.02, 0.42], [0.17, 0.11, 0.16], [-0.01, 0.12, -0.12], [-0.03, -0.05, -0.10], [-0.02, -0.03, 0.08], [0.07, 0.01, -0.05], [-0.09, -0.07, -0.06], [-0.07, 0.11, 0.08], [0.05, 0.07, 0.08], [0.10, -0.05, 0.01], [-0.05, -0.08, -0.06], [-0.14, -0.10, 0.03], [0.19, 0.07, -0.06], [-0.16, 0.05, 0.03], [-0.21, -0.14, 0.09], [-0.04, 0.10, -0.22], [0.16, 0.07, 0.01]]}

Please write out number 1 again, unchanged.
{"formula": "C5H11N2S2", "method": "ωB97M-V with the def2-TZVPD basis set", "total_energy_ev": -30002.7348, "homo_energy_ev": [-12.31, -12.31], "e_above_lowest_kj_mol": 520.3, "lumo_ev": [-4.3440, -4.3442], "total_charge": 1, "spin_multiplicity": 1, "symbols": ["C", "C", "C", "C", "C", "N", "N", "S", "S", "H", "H", "H", "H", "H", "H", "H", "H", "H", "H", "H"], "xyz": [[0.342, 3.008, -0.794], [0.991, -0.421, -0.701], [0.906, -1.551, 0.294], [-1.265, -0.950, -0.165], [-0.418, 0.220, -0.666], [-0.411, 1.377, 0.226], [-0.507, -1.474, 0.959], [0.089, 2.919, -2.380], [0.356, 1.227, 1.693], [0.829, 3.624, -0.025], [1.853, 0.121, -0.453], [1.180, -0.834, -1.622], [0.848, -2.658, -0.042], [1.755, -1.552, 0.996], [-2.365, -0.596, 0.089], [-1.373, -1.614, -1.092], [-0.933, 0.698, -1.637], [-0.754, -2.374, 1.242], [-0.282, -0.560, 1.537], [-0.842, 1.390, 2.541]], "atomic_forces_ev_per_a": [[-1.51, -3.01, -1.68], [-1.60, -1.01, 0.44], [-0.09, -3.70, 0.60], [-3.67, 1.34, -2.09], [-0.25, 2.20, -0.74], [0.42, 2.48, -1.67], [2.82, 3.05, -1.91], [0.65, 0.65, 3.13], [-1.84, 0.66, 1.83], [-0.38, -0.27, -0.28], [0.69, 1.62, 0.29], [0.39, -0.94, -2.41], [0.56, 1.95, -0.43], [-0.84, 0.22, 0.31], [2.35, -0.82, -0.10], [0.31, 0.15, 1.74], [1.61, -1.52, 1.67], [-0.75, -1.38, 1.48], [-0.85, -1.54, 0.91], [1.98, -0.14, -1.09]]}

Repeat the first record exactly.
{"formula": "C5H11N2S2", "method": "ωB97M-V with the def2-TZVPD basis set", "total_energy_ev": -30002.7348, "homo_energy_ev": [-12.31, -12.31], "e_above_lowest_kj_mol": 520.3, "lumo_ev": [-4.3440, -4.3442], "total_charge": 1, "spin_multiplicity": 1, "symbols": ["C", "C", "C", "C", "C", "N", "N", "S", "S", "H", "H", "H", "H", "H", "H", "H", "H", "H", "H", "H"], "xyz": [[0.342, 3.008, -0.794], [0.991, -0.421, -0.701], [0.906, -1.551, 0.294], [-1.265, -0.950, -0.165], [-0.418, 0.220, -0.666], [-0.411, 1.377, 0.226], [-0.507, -1.474, 0.959], [0.089, 2.919, -2.380], [0.356, 1.227, 1.693], [0.829, 3.624, -0.025], [1.853, 0.121, -0.453], [1.180, -0.834, -1.622], [0.848, -2.658, -0.042], [1.755, -1.552, 0.996], [-2.365, -0.596, 0.089], [-1.373, -1.614, -1.092], [-0.933, 0.698, -1.637], [-0.754, -2.374, 1.242], [-0.282, -0.560, 1.537], [-0.842, 1.390, 2.541]], "atomic_forces_ev_per_a": [[-1.51, -3.01, -1.68], [-1.60, -1.01, 0.44], [-0.09, -3.70, 0.60], [-3.67, 1.34, -2.09], [-0.25, 2.20, -0.74], [0.42, 2.48, -1.67], [2.82, 3.05, -1.91], [0.65, 0.65, 3.13], [-1.84, 0.66, 1.83], [-0.38, -0.27, -0.28], [0.69, 1.62, 0.29], [0.39, -0.94, -2.41], [0.56, 1.95, -0.43], [-0.84, 0.22, 0.31], [2.35, -0.82, -0.10], [0.31, 0.15, 1.74], [1.61, -1.52, 1.67], [-0.75, -1.38, 1.48], [-0.85, -1.54, 0.91], [1.98, -0.14, -1.09]]}